9
Properties=species:S:1:pos:R:3 method="wB97M-V/def2-TZVPD" e_lumo_ev=0.773 gap_ev=11.373 smiles="C=CC(F)(F)Br" fmax_ev_per_a=4.6 e_homo_ev=-10.600 e_above_lowest_kj_mol=68.9
C -1.4929 0.2649 -0.3721
C -0.4241 0.3460 0.3702
C 1.1478 -0.4476 0.0794
F 1.4020 -1.3218 1.0465
F 1.0844 -1.1143 -1.0779
Br 2.5512 0.8833 -0.0299
H -2.3732 0.7879 -0.0219
H -1.5651 -0.2694 -1.3002
H -0.3299 0.8710 1.3059